Below is a cluster of 2 separate species, HNO3S in total in a non-equilibrium geometry, with properties calculated with ωB97M-V with the def2-TZVPD basis set.

Last column: natural (NBO) charge in e.
Atoms and positions in Å:
N 0.33 1.34 -1.74  0.5437
O 1.32 1.78 -1.25  -0.2864
O -0.05 0.90 -2.73  -0.2623
O -0.40 0.44 0.67  -0.8065
S 0.70 0.97 1.75  0.3123
H -0.73 -0.42 1.06  0.4993

Properties
charge = 0
strongest force on any atom = 3.2 eV/Å
orbital gap (spin up / spin down) = 8.7 / 7.4 eV
E = -18478.5023 eV
energy relative to the best compared isomer or geometry (same formula, charge and spin) = 49.9 kcal/mol
2S+1 = 1